Entry 1:
The following is a DFT calculation (wB97M-V/def2-TZVPD) of a cluster of 10 separate species, C17H50BF4NO9 in total.

Output
total energy = -1833.92275 a.u.
relative energy (zero: lowest compared OMol25 entry of this formula, charge and spin) = 41.1 kcal per mole
HOMO energy = -0.14 eV
charge = -2
orbital gap = 0.118 Eh

Last column: Mulliken charge in e.
Positions of all 82 atoms, in Å:
B1 2.870025 -3.229499 1.581273  0.6163
F1 3.745785 -2.189749 1.301563  -0.4150
F2 2.915975 -3.597039 2.912433  -0.4204
F3 1.573265 -2.762609 1.467213  -0.4129
F4 3.048055 -4.326609 0.828323  -0.3690
C1 -4.775465 1.716291 -2.484357  -1.8150
C2 -5.852905 2.864511 -2.549977  1.4138
C3 -6.818275 2.392531 -3.721717  -1.1625
C4 -8.114025 3.226341 -3.833807  -0.7386
C5 -8.841685 3.286391 -2.454217  -1.3719
C6 -7.972335 3.718721 -1.300237  1.8376
N1 -6.643135 3.015161 -1.275467  0.2456
O1 -5.782795 3.310051 -0.122877  -0.8727
C7 -8.779245 3.266221 -0.090317  -1.9539
C8 -7.820455 5.252511 -1.510877  -2.0224
C9 -5.107635 4.175231 -2.956807  -1.6120
H1 -3.977005 1.979371 -1.790577  0.3734
H2 -4.253565 1.544681 -3.425777  0.3538
H3 -5.254465 0.790511 -2.165637  0.4437
H4 -6.995745 1.317191 -3.705667  0.3882
H5 -6.290305 2.567701 -4.659087  0.4154
H6 -8.719525 2.804101 -4.635797  0.3906
H7 -7.902575 4.273831 -4.048627  0.3046
H8 -9.253385 2.289361 -2.297607  0.4487
H9 -9.718805 3.929661 -2.524637  0.4317
H10 -8.240215 3.603751 0.794913  0.4077
H11 -8.861535 2.179351 -0.085097  0.4594
H12 -9.775245 3.701481 -0.008887  0.3779
H13 -7.650105 5.636721 -2.516597  0.3461
H14 -7.004155 5.672401 -0.923117  0.3870
H15 -8.706645 5.711901 -1.073017  0.4921
H16 -4.526605 4.034631 -3.868257  0.4008
H17 -4.324265 4.541371 -2.293207  0.3599
H18 -5.721085 5.074741 -3.008447  0.2714
C10 4.617425 -9.830129 0.475713  -0.5610
O2 5.500295 -8.988429 1.040833  -0.4896
H19 3.655735 -9.925649 0.979833  0.2475
H20 4.549045 -9.643759 -0.596057  0.2573
H21 5.089575 -10.811359 0.427253  0.2166
H22 5.053395 -8.143469 1.129843  0.3293
C11 7.478525 3.545521 2.725903  -0.4246
O3 7.724185 4.762531 3.316313  -0.5035
H23 6.981945 2.956851 3.497243  0.1853
H24 6.822115 3.740791 1.877903  0.2458
H25 8.428815 3.067881 2.487343  0.1927
H26 7.866635 5.388881 2.602883  0.3043
C12 5.171445 2.214101 -4.478047  -0.5104
O4 6.101775 1.232841 -3.956147  -0.5040
H27 4.516565 2.731401 -3.776877  0.2591
H28 5.777795 2.958691 -4.993807  0.2152
H29 4.349375 1.778161 -5.045727  0.2405
H30 5.587485 0.559401 -3.504957  0.2996
C13 -2.873325 -7.326439 4.453633  -0.4558
O5 -2.342015 -6.045629 4.633093  -0.5074
H31 -3.818995 -7.377029 4.993313  0.2036
H32 -2.805275 -7.573059 3.394083  0.2246
H33 -2.255685 -8.042319 4.995983  0.2225
H34 -1.495495 -5.916579 4.199103  0.3128
C14 11.296625 -2.415349 1.827563  -0.4632
O6 11.746475 -1.937559 3.079383  -0.5051
H35 10.227205 -2.295899 1.653813  0.2560
H36 11.799655 -1.950549 0.979613  0.2267
H37 11.572595 -3.469829 1.832023  0.1910
H38 11.342665 -1.093919 3.295753  0.2946
C15 1.155955 3.481761 1.974063  -0.5415
O7 0.328745 2.446281 2.571513  -0.4923
H39 1.652775 3.146331 1.063703  0.2398
H40 0.592435 4.339991 1.608033  0.2413
H41 1.829925 3.943861 2.695413  0.2211
H42 0.692155 1.632201 2.215423  0.3319
C16 0.995735 0.735571 8.207853  -0.5282
O8 -0.428255 1.201631 8.053993  -0.4766
H43 1.692295 1.572881 8.250503  0.2191
H44 1.083415 0.122811 9.105043  0.2465
H45 1.331395 0.082911 7.401953  0.2403
H46 -0.707745 1.136571 8.970093  0.2989
C17 3.372675 -4.640559 -6.232987  -0.4508
O9 4.060245 -5.146839 -7.425827  -0.5113
H47 4.042395 -4.363999 -5.418687  0.2443
H48 2.835845 -3.720069 -6.462397  0.2303
H49 2.675065 -5.413109 -5.909527  0.2044
H50 4.658435 -4.479519 -7.770017  0.2832

Atomic forces in eV per Å
B -1.208 1.137 1.390
F 0.892 0.325 -0.352
F 1.154 -0.546 1.838
F -1.530 0.777 -1.087
F 0.785 -1.768 -1.800
C -0.372 0.861 0.898
C -0.576 0.065 0.022
C 0.307 1.667 0.198
C 0.226 -0.066 1.547
C -0.012 -1.447 -2.183
C 1.525 0.055 -1.338
N 0.638 -1.428 0.106
O -1.386 0.323 -1.726
C 0.871 0.897 1.123
C -0.088 0.449 1.798
C 0.452 0.243 0.049
H -0.268 -0.027 0.359
H -0.382 0.155 -0.455
H 0.044 0.004 0.102
H -0.258 -0.003 0.486
H 0.362 -0.074 -0.161
H -0.349 0.140 0.040
H 0.371 -0.070 -0.569
H 0.076 -0.286 0.328
H -0.045 0.304 0.044
H 0.113 -0.330 0.224
H 0.175 0.074 -0.017
H -0.194 0.156 -0.445
H -0.367 -0.499 -0.150
H 0.281 -0.397 0.219
H -0.363 0.366 -0.289
H -0.359 -0.036 -0.579
H -0.110 -0.736 0.830
H -0.401 -0.295 -0.513
C -0.449 -2.395 -1.812
O 1.255 1.866 1.479
H -0.149 0.152 -0.110
H -0.872 0.436 -0.257
H -0.081 -0.368 0.558
H 0.282 0.359 0.147
C -0.377 -0.829 0.131
O 0.545 2.153 0.785
H -0.173 -0.313 -0.374
H 0.026 -0.883 -0.260
H -0.129 -0.354 -0.520
H 0.102 0.219 0.239
C -0.137 -0.381 0.373
O -0.921 0.889 -0.253
H 0.754 0.214 1.066
H -0.310 -0.240 -0.267
H 0.619 -0.393 -1.030
H -0.010 -0.097 0.132
C 1.340 -0.234 0.424
O -0.269 1.145 0.566
H -0.354 0.175 -0.823
H -0.933 -0.379 -0.006
H 0.248 -0.425 -0.034
H -0.017 -0.258 -0.128
C 0.164 -0.303 -0.146
O 0.066 0.234 0.243
H -0.110 -0.132 0.273
H 0.232 0.213 0.000
H -0.277 -0.023 -0.202
H -0.084 0.008 -0.165
C -0.707 0.099 0.013
O 0.950 1.191 -0.767
H 0.401 -0.324 0.296
H -0.810 -0.206 0.190
H 0.401 -0.510 0.105
H -0.213 -0.293 0.181
C -1.116 0.143 -0.268
O 2.454 -0.887 0.427
H -0.217 0.158 0.106
H -0.015 0.174 0.181
H -0.570 0.204 -0.333
H -0.541 0.209 -0.108
C 0.472 0.170 -0.957
O -0.575 0.088 1.046
H 0.279 -0.418 -0.009
H -0.294 -0.103 -0.183
H 0.173 0.102 -0.089
H -0.057 0.158 0.203

Entry 2:
The following is a DFT calculation (wB97M-V/def2-TZVPD) of a structure of composition C41H40Br2O4P3STeTi.

Output
total energy = -9574.30557 a.u.
relative energy (zero: lowest compared OMol25 entry of this formula, charge and spin) = 10.3 kcal per mole
HOMO energy = -16.33 eV
charge = +3
orbital gap = 0.240 Eh

Last column: Mulliken charge in e.
Positions of all 93 atoms, in Å:
Ti1 -0.299256 0.142599 -0.223564  0.6423
O1 -2.436248 -1.555109 1.993259  -0.7488
S1 -2.085693 -0.225306 1.511742  0.8743
C1 -3.513289 0.483634 0.690242  0.7742
C2 -4.728976 -0.129869 0.939331  -1.0147
C3 -5.878687 0.413576 0.380544  -0.9678
C4 -5.795882 1.560266 -0.398434  -0.9441
C5 -4.564877 2.153411 -0.648732  -0.5472
C6 -3.393535 1.601233 -0.134632  -0.0582
P1 -1.771838 2.379406 -0.372967  1.8224
C7 -1.517360 2.796090 -2.114168  1.2226
C8 -0.310267 3.419381 -2.448042  -1.0905
C9 -0.050281 3.773430 -3.758435  -0.8148
C10 -0.986844 3.506837 -4.751122  -0.9482
C11 -2.178383 2.879611 -4.424547  -0.7289
C12 -2.446268 2.518180 -3.110242  -0.9088
C13 -1.815945 3.925398 0.569365  1.0824
C14 -1.785489 5.146636 -0.122674  -1.0844
C15 -1.926870 6.343139 0.560663  -0.8105
C16 -2.107466 6.346199 1.934862  -0.7986
C17 -2.163910 5.143370 2.624342  -0.7484
C18 -2.024939 3.943171 1.951100  0.0355
C19 -1.800006 0.824505 2.919937  0.3211
C20 -2.843832 1.029007 3.813684  -0.8848
C21 -2.623253 1.822072 4.927221  -1.0717
C22 -1.373173 2.398413 5.129254  -0.8630
C23 -0.334971 2.167664 4.240357  -0.8758
C24 -0.533794 1.362905 3.121207  0.6236
P2 0.826440 0.902445 2.008083  2.1166
C25 2.034929 2.212177 1.897920  0.3109
C26 2.846480 2.558379 2.983129  -0.2155
C27 3.760112 3.589189 2.850514  -0.9831
C28 3.882876 4.263358 1.640047  -0.8114
C29 3.102213 3.900962 0.552068  -0.8630
C30 2.179092 2.875350 0.682488  0.5931
C31 1.559457 -0.557121 2.774927  1.3105
C32 0.746671 -1.524491 3.373738  -0.7416
C33 1.317945 -2.659561 3.926663  -0.8920
C34 2.694910 -2.832681 3.898752  -0.7013
C35 3.508658 -1.867910 3.317515  -0.8260
C36 2.948481 -0.735510 2.751755  -0.4896
H1 -4.770425 -1.018321 1.558286  0.6502
H2 -6.838451 -0.048917 0.568375  0.5197
H3 -6.694650 2.000185 -0.810288  0.5186
H4 -4.524241 3.058690 -1.243112  0.6900
H5 0.410748 3.672983 -1.681767  0.7086
H6 0.873443 4.281077 -4.005600  0.5639
H7 -0.789128 3.797107 -5.774387  0.4497
H8 -2.911494 2.680689 -5.195317  0.4868
H9 -3.373945 2.009824 -2.884802  0.5099
H10 -1.663558 5.178658 -1.192414  0.4096
H11 -1.903954 7.275316 0.012013  0.4919
H12 -2.223549 7.282034 2.465838  0.4440
H13 -2.330146 5.139642 3.693899  0.5288
H14 -2.116872 3.024340 2.508117  0.2352
H15 -3.816664 0.585858 3.636262  0.5655
H16 -3.422844 1.993620 5.635739  0.4682
H17 -1.204245 3.030098 5.991808  0.5317
H18 0.626369 2.630323 4.417353  0.4109
H19 2.787390 2.012895 3.917806  0.5301
H20 4.388678 3.862539 3.687306  0.4859
H21 4.602251 5.065939 1.544534  0.4484
H22 3.219924 4.407504 -0.396988  0.5156
H23 1.586688 2.581489 -0.176668  -0.2719
H24 -0.328816 -1.405584 3.434778  0.2199
H25 0.684960 -3.401787 4.394831  0.5141
H26 3.136895 -3.715097 4.342798  0.4639
H27 4.583547 -1.992889 3.315809  0.4835
H28 3.591127 0.018287 2.314831  0.5485
Br1 2.830099 1.358910 -2.763140  -0.0115
C37 2.989205 -0.460433 -2.259498  -0.1732
Br2 2.318644 -0.898733 -0.444272  0.0338
H29 4.038784 -0.721804 -2.195741  0.5834
H30 2.442500 -1.094337 -2.944231  -0.1958
C38 -4.133340 -0.545118 -4.710819  -1.1862
C39 -2.938831 -1.385039 -4.355520  -0.2462
O2 -2.027784 -0.546136 -3.549410  0.2937
P3 -0.784747 -1.081430 -2.790098  -0.1739
O3 -0.122687 0.158296 -2.121626  -0.0652
Te1 -1.359148 -2.279362 -0.787836  0.0088
O4 0.275313 -1.707472 -3.738839  -0.1998
C40 0.250563 -3.110135 -4.231916  -0.1655
C41 1.574857 -3.748670 -3.925864  -1.3606
H31 -4.837363 -1.142988 -5.288235  0.4653
H32 -3.837145 0.309870 -5.316558  0.2272
H33 -4.641834 -0.201279 -3.808575  0.2657
H34 -2.378864 -1.709508 -5.231182  0.2706
H35 -3.213848 -2.247248 -3.745657  0.4041
H36 0.052153 -3.028407 -5.296925  0.3203
H37 -0.581554 -3.623187 -3.746132  0.4183
H38 2.390225 -3.190330 -4.386200  0.3462
H39 1.590987 -4.755388 -4.344209  0.4305
H40 1.735914 -3.827782 -2.849665  0.2920

Atomic forces in eV per Å
Ti 0.578 -0.270 -0.224
O -0.009 -0.491 0.048
S -0.043 0.833 -0.087
C 0.085 -0.117 0.135
C -0.048 -0.098 0.058
C 0.036 0.019 -0.008
C 0.027 -0.008 0.026
C -0.048 0.096 -0.053
C -0.048 0.188 0.102
P 0.135 -0.414 0.027
C -0.090 0.119 0.112
C -0.084 0.042 0.003
C 0.034 0.040 -0.031
C 0.006 -0.005 0.021
C 0.000 -0.010 0.002
C -0.030 -0.093 -0.067
C 0.007 0.405 -0.162
C 0.104 -0.194 0.063
C -0.002 0.029 0.020
C -0.012 0.034 0.016
C -0.001 0.018 0.012
C -0.052 -0.156 -0.026
C -0.079 -0.192 -0.056
C -0.096 -0.050 -0.043
C 0.023 -0.013 0.021
C -0.042 0.010 0.027
C 0.090 0.001 -0.040
C 0.146 -0.101 0.104
P -0.399 -0.152 -0.160
C 0.027 -0.056 -0.011
C -0.005 -0.032 0.020
C 0.020 0.019 -0.008
C 0.014 0.011 -0.002
C -0.039 -0.013 -0.019
C 0.022 0.110 0.023
C 0.184 0.038 0.070
C -0.086 -0.040 -0.047
C -0.024 -0.018 0.013
C 0.014 -0.008 0.003
C 0.025 -0.021 0.013
C -0.030 0.041 -0.010
H -0.005 0.020 -0.011
H 0.012 -0.007 0.002
H 0.012 -0.001 0.003
H 0.023 -0.020 0.028
H 0.043 -0.001 0.082
H -0.010 -0.023 -0.009
H 0.001 0.001 0.007
H 0.000 0.006 0.016
H 0.038 0.029 0.006
H 0.023 -0.043 -0.124
H -0.003 -0.018 0.000
H 0.014 -0.012 -0.012
H -0.007 -0.006 -0.017
H -0.061 0.230 -0.132
H 0.025 0.004 0.019
H 0.000 0.004 -0.025
H -0.004 -0.017 -0.001
H 0.005 -0.021 -0.004
H -0.021 0.005 -0.011
H -0.010 -0.006 0.001
H 0.000 -0.012 -0.006
H 0.004 0.013 0.018
H -0.054 -0.027 -0.043
H 0.045 0.007 -0.001
H 0.013 0.011 -0.006
H -0.006 0.016 -0.004
H -0.017 0.002 -0.002
H -0.003 -0.018 -0.013
Br -0.003 0.055 0.064
C 0.080 -0.109 0.031
Br -0.132 0.331 -0.077
H 0.001 -0.045 0.024
H -0.056 0.036 0.019
C 0.000 0.024 0.038
C 0.050 -0.056 0.028
O 0.169 -0.047 -0.014
P 0.034 0.148 0.025
O -0.132 0.166 0.099
Te -0.156 -0.079 0.070
O -0.120 0.089 0.167
C -0.070 0.042 -0.009
C 0.008 -0.015 -0.010
H 0.013 -0.028 -0.015
H -0.015 -0.001 0.014
H 0.010 0.002 -0.040
H -0.043 -0.013 -0.024
H -0.025 -0.036 -0.022
H 0.014 -0.027 -0.014
H 0.015 -0.057 -0.016
H -0.009 -0.003 0.008
H -0.018 -0.003 0.011
H 0.017 0.009 -0.008

Entry 3:
The following is a DFT calculation (wB97M-V/def2-TZVPD) of a structure of composition C4H9NOS.

Output
total energy = -685.85722 a.u.
relative energy (zero: lowest compared OMol25 entry of this formula, charge and spin) = 101.5 kcal per mole
HOMO energy = -8.64 eV
orbital gap = 0.334 Eh

Last column: Mulliken charge in e.
Positions of all 16 atoms, in Å:
C1 1.512234 -1.601527 -1.773255  -0.8495
N1 0.873255 -0.211830 -1.781054  -0.5051
C2 0.661922 0.173160 -0.416471  0.1848
C3 -0.036300 1.449872 -0.007595  -0.6977
S1 -0.529884 1.148060 1.787285  -0.2286
C4 -0.464875 -0.621991 0.345765  -0.1775
O1 -1.486797 -1.267986 -0.018542  -0.5842
H1 1.921362 -1.795997 -2.769961  0.2886
H2 2.291488 -1.597210 -1.134612  0.3809
H3 0.751320 -2.422433 -1.596248  0.2847
H4 -0.007579 -0.548089 -2.015597  0.3239
H5 1.620438 0.007619 0.123929  0.2261
H6 0.436108 2.435897 -0.094569  0.4073
H7 -1.068789 1.419296 -0.376700  0.2561
H8 -1.675198 0.496211 1.763351  0.2142
H9 -0.047291 -1.134640 1.228901  0.4760

Atomic forces in eV per Å
C -2.794 0.256 -2.735
N 1.286 -1.159 0.480
C -1.089 -0.200 1.497
C -1.084 0.696 -0.022
S 1.241 2.361 1.360
C 0.867 -7.395 0.084
O 1.536 3.129 -0.772
H -0.113 0.163 0.078
H 2.491 -0.324 2.397
H 0.915 0.944 0.289
H -2.493 0.327 -1.467
H -0.761 0.273 0.112
H -0.163 -0.304 0.075
H 0.522 0.632 -0.921
H -0.642 0.109 -0.525
H 0.281 0.493 0.072